Molecular formula: C6H12O4
Method: DFT, ωB97M-V/def2-TZVPD

Results
- maximum force (eV/A) = 0.37
- multiplicity = 1
- lowest unoccupied orbital energy (spin up / spin down) (eV) = 0.0 / 0.0

```
22
Properties=species:S:1:pos:R:3:mulliken_charge:R:1
C 0.04293 0.02671 -1.21803 0.73
O -0.13715 -1.57599 1.25449 -0.59
C -1.76842 0.86729 0.98664 -0.55
H -2.37194 0.80506 0.09120 0.34
H -0.94789 2.75744 0.46906 0.36
H 1.45106 -0.84615 -2.53891 0.35
H -2.08103 0.27078 1.83361 0.37
C 0.75198 -1.18897 -1.77159 -1.36
H 1.83462 -0.52276 0.99629 0.31
H -1.92200 -2.64043 0.30484 0.34
O 0.99034 0.87000 -0.32734 -0.33
C -0.84395 -1.07325 0.40772 0.32
C -0.88639 1.91935 1.15773 -0.66
H -0.00735 -1.80973 -2.24074 0.35
C 2.13288 0.31527 0.37110 -0.73
H -0.50350 2.13446 2.15008 0.37
O -0.74155 0.71501 -1.81020 -0.59
O -1.89125 -1.76613 -0.12646 -0.43
H 0.21218 1.36818 0.42192 0.39
H 1.27957 -1.76833 -1.02050 0.42
H 2.87123 0.01772 -0.37049 0.27
H 2.53564 1.12447 0.97957 0.33
```


Molecular formula: C4H9NO
Method: DFT, ωB97M-V/def2-TZVPD

Results
- maximum force (eV/A) = 0.34
- multiplicity = 1
- lowest unoccupied orbital energy (spin up / spin down) (eV) = 0.9 / 0.9

```
15
Properties=species:S:1:pos:R:3:mulliken_charge:R:1
H 1.02033 1.81527 0.02783 0.29
H 1.25518 -0.41132 0.72621 0.46
H -2.29337 -0.33824 1.69417 0.37
C -0.02609 1.74816 0.30711 -0.79
C 0.50749 -0.62824 -0.02653 -0.31
C 0.92960 -1.22453 -1.33097 -1.16
H 1.60612 -0.53797 -1.85489 0.28
H 0.07061 -1.38425 -1.99539 0.33
H -0.32442 2.60583 0.90349 0.31
N -0.71260 -0.98077 0.48519 -0.07
H -0.68550 1.61710 -0.54847 0.33
C -1.24479 -0.20558 1.43218 -0.09
H -1.30839 -1.63313 -0.00948 0.24
O -0.53817 0.79872 1.78514 -0.46
H 1.46126 -2.18244 -1.23142 0.29
```


Molecular formula: C3H7O2
Method: DFT, ωB97M-V/def2-TZVPD

Results
- maximum force (eV/A) = 3.42
- net charge = -1
- multiplicity = 1
- lowest unoccupied orbital energy (eV) = 4.0

```
12
Properties=species:S:1:pos:R:3:mulliken_charge:R:1
O 0.57663 1.76504 -0.57264 -0.49
C -0.11047 1.21114 0.26793 0.13
O -1.65132 -1.04952 2.24414 -0.75
C -1.80010 -1.67501 1.08006 -0.07
H 4.02209 3.29677 -2.68902 -0.04
H 0.19039 -2.11536 0.93281 0.25
C -0.76970 -2.38471 0.48313 -0.77
H 4.19540 3.52206 -3.41908 0.04
H -0.13309 0.21103 0.72672 0.10
H -0.68114 -2.74332 -0.58665 0.17
H -2.87887 -1.93571 0.79121 0.27
H -0.95983 1.89760 0.74140 0.17
```


Molecular formula: C3H13NO3
Method: DFT, ωB97M-V/def2-TZVPD

Results
- maximum force (eV/A) = 1.59
- multiplicity = 1
- lowest unoccupied orbital energy (eV) = 0.5

```
20
Properties=species:S:1:pos:R:3:mulliken_charge:R:1
H 2.37734 -0.80140 0.86290 0.29
O 1.84491 -1.09189 6.27284 -0.64
N -2.78951 0.63781 -0.52219 -0.52
H -2.16949 3.13703 -1.21788 0.40
H -0.82264 2.65038 -2.29662 0.29
H -3.33260 1.43549 -0.20851 0.25
H -2.66437 0.05782 0.29598 0.24
C -0.58738 0.30387 -1.36562 -1.40
H -2.43482 2.26383 -2.80009 0.28
O 1.78551 -0.56707 0.14061 -0.62
H 1.90013 -1.35797 -1.86536 0.32
H 2.81130 -1.16406 6.19885 0.32
O 1.75198 -1.97114 -2.61694 -0.61
C -1.81633 2.39544 -1.92640 -1.19
H 0.25676 0.45382 -2.00779 0.18
H 1.67054 -1.93840 6.68421 0.32
H 1.06878 -0.03746 0.50757 0.33
H -0.39682 -0.56198 -0.77525 0.50
H 2.67415 -2.24149 -2.77872 0.31
C -1.67864 1.05471 -1.23627 0.98
```


Molecular formula: C3H7N2OS
Method: DFT, ωB97M-V/def2-TZVPD

Results
- maximum force (eV/A) = 4.02
- net charge = +1
- multiplicity = 1
- lowest unoccupied orbital energy (eV) = -4.0

```
14
Properties=species:S:1:pos:R:3:mulliken_charge:R:1
H -0.74502 -1.50768 -1.54511 0.11
H -0.59524 1.32507 1.60898 0.28
O 1.33083 1.02973 0.66684 -0.25
H -1.04124 0.22618 -1.02706 0.39
H -0.24090 2.19265 0.07915 0.41
H 0.03533 -2.77201 -0.90900 0.24
C 1.66476 -0.12864 0.19055 0.37
C -0.12704 -1.06984 0.26347 -0.33
N -0.85734 0.21355 0.01937 -0.14
C -0.08730 1.28812 0.60091 -0.33
H -1.85906 0.12952 0.47927 0.40
H 3.66146 0.53835 1.02381 0.19
N -0.41435 -1.93142 -0.76153 -0.22
S 3.22236 -0.57788 0.39961 -0.13
```


Molecular formula: C6H8LiMgO6
Method: DFT, ωB97M-V/def2-TZVPD

Results
- maximum force (eV/A) = 4.81
- net charge = +1
- multiplicity = 1
- lowest unoccupied orbital energy (spin up / spin down) (eV) = -6.3 / -6.3

```
22
Properties=species:S:1:pos:R:3:mulliken_charge:R:1
O -1.51316 1.62781 0.47200 -0.76
C 1.64586 0.58778 0.83394 1.18
H 2.32702 -0.09894 -2.12223 0.30
C 3.14574 -0.77278 -0.15543 -0.38
H 3.04354 -1.70395 0.41045 0.31
H -3.51564 1.57232 -0.03964 0.34
C -2.74539 -0.41310 -0.02668 -0.57
H -3.62513 -0.76253 -0.58257 0.37
O 2.91434 0.32779 0.76529 -0.30
Li -1.04451 0.63763 2.00572 0.89
C 2.03879 -0.62710 -1.21048 -0.33
O -1.64612 -1.20950 -0.48781 -0.22
H -2.92320 -0.60475 1.04310 0.32
H 1.56283 -1.57673 -1.46765 0.28
H -2.39921 1.22008 -1.36310 0.21
O 1.16381 1.48580 1.52137 -0.75
Mg 0.11866 2.35258 -0.07923 1.06
C -2.55842 1.07494 -0.27937 -0.24
C -0.57564 -1.51826 0.30895 -0.24
O -0.64869 -1.11752 1.48968 -0.72
O 1.09089 0.14908 -0.45861 -0.10
H 4.14364 -0.63063 -0.57770 0.33
```